--- i ---
C3H4N2S2 | ωB97M-V/def2-TZVPD

Values from the calculation:
* highest occupied orbital energy: -7.950 eV
* net charge: 0
* gap between HOMO and LUMO: 7.61 eV

Each line ends with the Mulliken charge.
Element x y z (Å)
C -1.35975 -1.00133 0.95329  -0.083
C -0.96724 1.79677 -0.60263  0.148
C -0.12264 -1.07564 0.52749  0.086
N -0.27276 1.63219 0.28211  -0.451
N 2.15330 -0.41825 -0.62964  -0.453
S -2.63607 -0.76477 -0.19345  -0.327
S 1.20224 -1.69106 -0.03122  -0.005
H -1.55160 -0.64729 1.96762  0.281
H -1.71029 2.15510 -1.33234  0.284
H 2.07733 0.49904 -0.38058  0.259
H 3.18747 -0.48478 -0.56066  0.261

=====

--- ii ---
C3H4N2S2 | ωB97M-V/def2-TZVPD

Values from the calculation:
* highest occupied orbital energy (alpha / beta): -8.468 / -8.463 eV
* net charge: 0
* gap between HOMO and LUMO (alpha / beta): 6.94 / 6.94 eV

Each line ends with the Mulliken charge.
Element x y z (Å)
C 0.26006 -3.28767 -0.83281  0.512
C 1.11912 -1.10880 0.90873  0.457
C -0.16792 1.16266 -0.03123  -0.789
N -0.02341 -3.19617 -1.95575  -0.523
N 0.74092 -3.33782 0.34851  -0.691
S 2.53401 -0.85667 1.52089  -0.174
S -0.32264 -0.64013 0.29314  0.076
H -1.08489 1.62778 0.31204  0.310
H -0.06752 1.28445 -1.10409  0.287
H 0.69367 1.56335 0.48742  0.291
H 0.13955 -3.64287 1.10026  0.244

=====

--- iii ---
C3H4N2S2 | ωB97M-V/def2-TZVPD

Values from the calculation:
* highest occupied orbital energy: -8.467 eV
* net charge: 0
* gap between HOMO and LUMO: 8.12 eV

Each line ends with the Mulliken charge.
Element x y z (Å)
C 2.07475 -0.24837 0.09929  -0.299
C 1.54626 0.36293 1.16926  -0.061
C 0.04166 -0.69112 -0.68926  0.234
N 1.30155 -0.65005 -0.96838  -0.575
N -0.40230 -0.18721 0.45005  -0.358
S -3.18613 0.26927 -0.67071  -0.206
S -2.05389 0.11021 0.94037  0.017
H 3.07203 -0.09860 -0.05493  0.398
H 1.38486 0.56118 2.28848  0.326
H -0.61880 -0.96392 -1.51558  0.358
H -3.15999 1.53569 -1.04860  0.167

=====

--- iv ---
C3H4N2S2 | ωB97M-V/def2-TZVPD

Values from the calculation:
* highest occupied orbital energy: -9.062 eV
* net charge: 0
* gap between HOMO and LUMO: 7.67 eV

Each line ends with the Mulliken charge.
Element x y z (Å)
C 1.08661 -1.40967 -1.58189  -0.256
N 0.00794 -0.81654 -1.27736  -0.194
N -0.46681 0.55903 -1.46355  -0.352
C -0.61087 1.21431 -0.34139  -0.042
C -0.44792 0.88296 1.13183  0.173
S -0.09034 2.20542 2.10104  -0.166
S -1.08669 -0.80215 1.78735  -0.168
H 2.04104 -0.97278 -1.81359  0.287
H 1.11777 -2.39409 -1.03459  0.214
H -0.81279 2.34150 -0.68549  0.320
H -0.73792 -0.80799 3.17765  0.183

=====

Stability check: which of them is least stable? i.